The following is a DFT calculation (the ωB97M-V functional and the def2-TZVPD basis) of C23H28N4OOsPS2 as an isolated structure in a non-equilibrium geometry.

Geometry as ORCA input:
```
! RIJCOSX wB97M-V def2-TZVPD def2/J DEFGRID3
* xyz 3 5
Os 0.09421 -0.63304 0.08072
C 2.00586 -0.60873 4.03433
C 1.08454 -0.64939 2.87825
N 1.49513 -0.89590 1.66362
N 2.76219 -1.12446 1.39515
C 3.13155 -1.36473 0.17236
N 4.39593 -1.54462 -0.15580
S 1.93134 -1.37764 -1.15580
C -0.35640 -0.45883 3.01410
C -1.00415 -0.52581 4.24786
C -2.38908 -0.48130 4.29047
C -3.09519 -0.32915 3.10540
C -2.38721 -0.22304 1.92088
N -1.06013 -0.30448 1.86218
H 3.00877 -0.34952 3.70291
H 2.07181 -1.59194 4.50589
H 1.67413 0.10141 4.78582
H 5.11459 -1.57386 0.55616
H 4.65764 -1.80392 -1.09658
H -0.43723 -0.64284 5.15816
H -2.90402 -0.58139 5.23207
H -4.17269 -0.30938 3.08182
H -2.91544 -0.08789 0.98641
C 1.14275 0.68410 -5.72133
S 1.50946 2.16504 -4.79262
C 3.24184 1.93326 -4.41404
O 0.80133 1.06927 -2.62774
H 1.75410 0.64215 -6.62167
H 0.09579 0.71656 -6.00861
H 1.33789 -0.19515 -5.11321
H 3.82355 1.88255 -5.33488
H 3.37265 1.01217 -3.85059
H 3.58373 2.78276 -3.82826
C -1.90089 1.23369 -2.56301
P -0.32932 0.94902 -1.66957
C -0.17110 2.11669 -0.25024
C 1.11884 2.39364 0.22573
C 1.30255 3.36272 1.19972
C 0.20280 4.04349 1.71041
C -1.08012 3.73093 1.27649
C -1.27724 2.75283 0.31712
C -1.16524 -2.19307 -0.34776
C -0.82882 -3.45014 0.14982
C -1.80270 -4.43472 0.23347
C -3.09069 -4.18456 -0.22242
C -3.40530 -2.95109 -0.78256
C -2.44478 -1.95305 -0.84439
H -2.77980 1.23687 -1.93287
H -1.99963 0.46829 -3.32875
H -1.80279 2.19790 -3.06035
H 1.97537 1.91348 -0.23812
H 2.29756 3.60551 1.54758
H 0.34184 4.83025 2.43768
H -1.92537 4.26457 1.68469
H -2.27583 2.53308 -0.02727
H 0.17507 -3.67824 0.49298
H -1.55458 -5.40203 0.64535
H -3.83872 -4.96053 -0.15537
H -4.39304 -2.75820 -1.17324
H -2.71734 -0.99960 -1.27854
*
```

Results
**LUMO (alpha / beta)**: -9.835 / -11.511 eV
**⟨S²⟩**: 6.044

Mulliken atomic charge list, values in e, 8 entries: number 1, Os, carries 0.95; number 2, C, carries -1.75; number 3, C, carries 1.14; number 4, N, carries 1.03; number 5, N, carries -1.46; number 6, C, carries 0.63; number 7, N, carries -0.36; number 8, S, carries -0.35

***

The following is a DFT calculation (the ωB97M-V functional and the def2-TZVPD basis) of C19H31CeClN2O as an isolated structure in a non-equilibrium geometry.

Geometry as ORCA input:
```
! RIJCOSX wB97M-V def2-TZVPD def2/J DEFGRID3
* xyz 2 1
C 4.43215 -3.16607 -1.84424
C 4.06678 -3.00553 -3.25369
C 5.47844 -2.31575 -1.26654
C 3.99142 -4.35711 -1.11323
Cl 1.40598 -1.91227 -1.32545
H 6.48803 -2.70782 -1.48180
H 5.38345 -2.25786 -0.17499
H 5.43615 -1.29813 -1.67466
H 4.72678 -3.59549 -3.91664
H 4.15293 -1.95601 -3.56720
H 3.03814 -3.33878 -3.44192
H 4.65398 -5.22107 -1.30542
H 2.97664 -4.65569 -1.40511
H 4.00288 -4.18014 -0.02898
C 0.20576 2.55305 -1.39554
C 1.09975 2.53933 -0.27440
C 2.15657 1.61434 -0.56447
H 1.01464 3.16917 0.61116
C 1.91864 1.07378 -1.86709
C 0.71063 1.64754 -2.37611
H 0.26549 1.45872 -3.35603
H -0.66700 3.19757 -1.50459
H 3.01830 1.38837 0.06488
H 2.56972 0.36342 -2.37691
C -0.63581 -0.92487 2.23413
C -0.30947 0.43925 2.50352
C 1.06479 0.64347 2.16200
H -0.95214 1.17237 2.99551
C 1.59590 -0.60642 1.70029
C 0.53874 -1.57481 1.75473
H 0.61928 -2.62473 1.47820
H -1.59863 -1.40738 2.42325
H 1.60948 1.57943 2.27986
H 2.61834 -0.80049 1.37842
Ce 0.07736 0.13142 -0.20942
C -4.23112 -0.75751 -0.39518
N -4.30003 0.47968 0.36591
C -5.64056 1.01920 0.58703
C -3.16912 1.18389 0.53942
O -2.07095 0.76033 0.00712
N -3.17728 2.32411 1.28099
C -2.04162 3.23922 1.18506
C -3.99813 2.46982 2.48840
H -5.06445 -1.39308 -0.08241
H -3.28776 -1.27196 -0.19682
H -4.31463 -0.56134 -1.47560
H -6.01551 0.76907 1.58985
H -5.67360 2.10702 0.45469
H -6.30619 0.55780 -0.14954
H -1.85463 3.50921 0.13861
H -2.30336 4.14053 1.75336
H -1.12484 2.80098 1.61391
H -4.24180 1.49287 2.93050
H -3.41238 3.04118 3.22087
H -4.92614 3.02414 2.28234
*
```

Results
**Energy above the lowest of the compared OMol25 structures with the same formula, charge and spin**: 0.000 eV
**LUMO**: -7.661 eV

Mulliken atomic charge list, values in e, 8 entries: number 1, C, carries 1.10; number 2, C, carries -1.09; number 3, C, carries -1.26; number 4, C, carries -1.11; number 5, Cl, carries -0.39; number 6, H, carries 0.36; number 7, H, carries 0.38; number 8, H, carries 0.37

***

The following is a DFT calculation (the ωB97M-V functional and the def2-TZVPD basis) of a 2-piece molecular cluster, CH3F2OPS overall in a non-equilibrium geometry.

Geometry as ORCA input:
```
! RIJCOSX wB97M-V def2-TZVPD def2/J DEFGRID3
* xyz 0 1
F -2.36613 -3.59354 0.84910
P -1.63587 -2.32624 0.35987
F -0.85527 -2.12962 1.76066
S -3.09469 -0.86580 0.84208
H -2.32116 -0.23355 -0.11311
C 0.58569 0.47968 0.18989
O -0.28940 -0.03183 -0.43474
H 1.61693 0.64118 -0.24009
H 0.48313 0.83099 1.21003
*
```

Results
**Energy above the lowest of the compared OMol25 structures with the same formula, charge and spin**: 1.559 eV
**Structure (SMILES)**: FP(F)S.C=O
**LUMO**: 0.220 eV

Mulliken atomic charge list, values in e, 8 entries: number 1, F, carries -0.21; number 2, P, carries 0.47; number 3, F, carries -0.24; number 4, S, carries -0.27; number 5, H, carries 0.24; number 6, C, carries -0.09; number 7, O, carries -0.37; number 8, H, carries 0.23

***

The following is a DFT calculation (the ωB97M-V functional and the def2-TZVPD basis) of the molecule C10H8N2O in a non-equilibrium geometry.

Geometry as ORCA input:
```
! RIJCOSX wB97M-V def2-TZVPD def2/J DEFGRID3
* xyz 0 1
O 0.94444 3.81749 -0.67874
C 0.07613 2.77373 -0.47285
C -1.29706 2.99045 -0.44355
N -2.17427 1.97410 -0.31953
C -1.67726 0.73604 -0.21729
C -0.31001 0.45651 -0.19620
C 0.18231 -0.93100 0.02292
C -0.42904 -1.75937 0.99711
C 0.05381 -3.06276 1.23154
C 1.14372 -3.48038 0.46733
N 1.75841 -2.73525 -0.46022
C 1.25095 -1.51171 -0.69181
C 0.61285 1.48752 -0.34442
H 0.46917 4.66354 -0.55952
H -1.64166 3.98456 -0.57073
H -2.40060 -0.06487 -0.24278
H -1.25214 -1.38388 1.57524
H -0.39646 -3.75614 1.97870
H 1.60826 -4.45790 0.72225
H 1.78757 -0.99427 -1.48505
H 1.69089 1.25359 -0.31240
*
```

Results
**Energy above the lowest of the compared OMol25 structures with the same formula, charge and spin**: 0.000 eV
**Structure (SMILES)**: Oc1cncc(-c2cccnc2)c1
**LUMO**: 0.420 eV

Mulliken atomic charge list, values in e, 8 entries: number 1, O, carries -0.52; number 2, C, carries 0.78; number 3, C, carries -0.37; number 4, N, carries -0.62; number 5, C, carries -0.51; number 6, C, carries 0.51; number 7, C, carries 0.22; number 8, C, carries -0.34

***

The following is a DFT calculation (the ωB97M-V functional and the def2-TZVPD basis) of C12H24ClI2N2OP2Ru as an isolated structure in a non-equilibrium geometry.

Geometry as ORCA input:
```
! RIJCOSX wB97M-V def2-TZVPD def2/J DEFGRID3
* xyz 3 5
I 1.56109 3.32114 1.44924
I 4.09723 2.33098 0.85478
Ru 0.34339 -0.96085 -0.93710
P 1.24809 -1.44612 0.95547
C 1.73921 -0.24669 2.21782
C -0.09104 -2.33729 1.84670
H 0.35422 -3.01033 2.58977
H 2.58984 -3.19423 1.96059
H -0.67740 -2.92039 1.12680
H 2.47847 -3.36239 0.17288
H 0.95538 0.50990 2.34047
H -0.73572 -1.60726 2.35133
C 2.60724 -2.65954 1.00330
H 1.92050 -0.73356 3.18240
H 3.55565 -2.12425 0.89179
H 2.65174 0.26409 1.88263
P 1.22315 0.36202 -2.37711
C 1.87062 1.99946 -1.97696
C 2.52857 -0.32517 -3.45406
H -0.57988 -0.14229 -3.91854
H 0.34243 1.30403 -4.44580
H -0.83602 1.42935 -3.10247
C -0.09506 0.78173 -3.58460
H 2.37198 -1.40527 -3.54325
H 2.49096 0.14766 -4.44302
H 1.93053 2.64013 -2.86301
H 2.86540 1.89367 -1.52518
H 3.49895 -0.13027 -2.98673
H 1.22698 2.47934 -1.22914
Cl 0.85509 -2.92111 -2.02203
N -3.70415 1.84078 3.39181
C -2.55022 1.63803 2.67779
O -1.43421 1.92316 3.11986
C -2.70235 1.05421 1.30797
C -3.89210 0.52484 0.78556
C -3.82342 -0.33741 -0.30328
C -2.57516 -0.66997 -0.83732
N -1.44346 -0.09899 -0.37177
C -1.50614 0.82826 0.60620
H -3.56640 2.06523 4.36415
H -4.56515 1.36835 3.15615
H -4.85043 0.79572 1.22617
H -4.70158 -0.80070 -0.74277
H -2.41602 -1.39369 -1.63855
H -0.56080 1.32567 0.84103
*
```

Results
**LUMO (alpha / beta)**: -10.810 / -13.742 eV
**⟨S²⟩**: 6.015

Mulliken atomic charge list, values in e, 8 entries: number 1, I, carries 0.56; number 2, I, carries 0.45; number 3, Ru, carries 0.17; number 4, P, carries 1.28; number 5, C, carries -0.42; number 6, C, carries -1.31; number 7, H, carries 0.49; number 8, H, carries 0.47